Entry from the OMol25 dataset: 9 unconnected molecules or ions with the total composition C27H68N2O12 (ωB97M-V/def2-TZVPD).

Structure (XYZ):
```
109
C27H68N2O12, DFT ωB97M-V/def2-TZVPD
C 1.44197 -0.11498 -1.62660
N 0.08678 -0.20116 -2.19583
C 0.02853 -1.12691 -3.33699
C -0.88014 -0.58520 -1.20837
O -0.70581 -1.49521 -0.44055
C -2.08596 0.31758 -1.10199
C -2.61947 0.89743 -2.41435
O -2.12171 2.26134 -2.56124
C -3.15300 3.13967 -2.51750
O -3.07326 4.24268 -2.95752
C -4.32540 2.43523 -1.87218
C -4.15899 1.06875 -2.53217
C -5.07727 -0.04906 -2.06672
C -5.13179 -1.29987 -2.99012
O -4.42798 -1.13826 -4.22657
C -4.54805 -2.55218 -2.33486
N -3.08724 -2.51577 -2.37709
H 1.74735 0.92748 -1.50702
H 2.15641 -0.60386 -2.29270
H 1.52114 -0.61810 -0.66173
H 0.62310 -0.71070 -4.15306
H 0.41543 -2.12479 -3.08540
H -1.00144 -1.23601 -3.68060
H -2.84740 -0.19008 -0.51088
H -1.72959 1.16822 -0.50392
H -2.26307 0.32962 -3.26895
H -4.08765 2.37482 -0.80123
H -5.26636 2.96153 -2.01910
H -4.32729 1.23226 -3.60443
H -4.82550 -0.35566 -1.04731
H -6.08931 0.36743 -2.00480
H -6.18044 -1.50850 -3.23560
H -4.94087 -0.55925 -4.79909
H -4.96723 -3.43599 -2.83090
H -4.86777 -2.58757 -1.28981
H -2.68139 -2.91747 -1.54027
H -2.73594 -3.04735 -3.16368
C -5.71719 3.80743 2.51061
C -5.40672 2.34265 2.75086
O -4.48223 1.82189 1.80129
H -6.10971 3.95530 1.50337
H -6.45256 4.17200 3.22918
H -4.81680 4.41759 2.61225
H -6.30585 1.73630 2.64045
H -5.03105 2.19291 3.76822
H -3.65997 2.31665 1.88263
C 4.29136 -2.14272 2.50796
C 3.25471 -1.66004 1.51235
O 3.82874 -1.15611 0.31560
H 4.98732 -1.34430 2.76217
H 3.81053 -2.49848 3.42238
H 4.87228 -2.96526 2.08375
H 2.67572 -0.83157 1.92476
H 2.54339 -2.45782 1.27580
H 4.34133 -1.85433 -0.11474
C 6.98689 -0.22009 5.94616
C 7.75779 -0.69332 4.73097
O 7.13945 -0.30686 3.50720
H 5.96479 -0.60136 5.91808
H 7.46792 -0.57535 6.85685
H 6.93730 0.87141 5.98211
H 7.79410 -1.78182 4.70852
H 8.79045 -0.33094 4.76815
H 7.09824 0.65422 3.47819
C 2.14320 -4.83540 -0.27766
C 1.18557 -4.42968 -1.37971
O 1.89210 -4.01577 -2.55264
H 2.77710 -3.98485 -0.03115
H 1.61992 -5.15150 0.62515
H 2.78438 -5.65980 -0.60463
H 0.59041 -3.56927 -1.07152
H 0.49957 -5.24664 -1.62689
H 2.35474 -4.78243 -2.90669
C -8.80526 4.56539 -2.01599
C -9.33670 3.16219 -1.79827
O -8.29885 2.22817 -1.51830
H -8.08044 4.57745 -2.83047
H -9.61525 5.25414 -2.26004
H -8.30913 4.93642 -1.11564
H -9.82289 2.79178 -2.70040
H -10.08012 3.15532 -0.99403
H -7.85093 2.50667 -0.71274
C 6.72468 -4.52547 7.09719
C 8.19317 -4.27907 6.81180
O 8.61282 -2.98024 7.21670
H 6.10985 -3.77441 6.59986
H 6.42141 -5.51276 6.74585
H 6.52341 -4.47332 8.17000
H 8.38560 -4.32298 5.73974
H 8.81254 -5.04523 7.29008
H 8.48054 -2.90243 8.16694
C -1.93246 7.28794 -1.93419
C -0.53658 7.71331 -2.33974
O -0.08685 8.87351 -1.64206
H -2.63862 8.10350 -2.09790
H -2.25636 6.41731 -2.50402
H -1.96195 7.02590 -0.87246
H -0.51088 7.98435 -3.39497
H 0.16953 6.88866 -2.19461
H -0.08549 8.67088 -0.70151
C 5.27291 -1.73093 -2.70426
C 6.02567 -2.86190 -2.02957
O 5.31537 -3.41851 -0.91685
H 5.07175 -0.91928 -2.00450
H 5.85523 -1.32962 -3.53491
H 4.31545 -2.08289 -3.09702
H 6.97189 -2.50994 -1.62042
H 6.24963 -3.65346 -2.75163
H 4.47672 -3.76321 -1.24985
```

Summary:
SMILES = CN(C)C(=O)C[C@@H]1OC(=O)C[C@@H]1C[C@@H](O)CN.CCO.CCO.CCO.CCO.CCO.CCO.CCO.CCO

Entry from the OMol25 dataset: a single C5H7NO molecule (ωB97M-V/def2-TZVPD).

Structure (XYZ):
```
14
C5H7NO, DFT ωB97M-V/def2-TZVPD
O 1.29388 0.75279 -1.88363
C 1.69470 0.33438 -0.81622
N 1.10479 0.59521 0.38495
C -0.25399 1.10962 0.43345
C -1.24844 0.18385 -0.29415
C -1.07085 -1.19296 0.18181
C -0.79328 -2.28575 0.60853
H 2.59603 -0.30116 -0.71748
H 1.37771 -0.00925 1.14595
H -0.28101 2.10824 -0.01156
H -0.53033 1.20103 1.48775
H -2.27480 0.53362 -0.13007
H -1.04409 0.23218 -1.36836
H -0.57031 -3.26180 0.97904
```

Summary:
SMILES = C#CCCNC=O
ΔE to the lowest compared entry with this formula, charge and spin = 168.84 kJ/mol

Entry from the OMol25 dataset: 2 unconnected molecules or ions with the total composition C5H13NO2PS in a non-equilibrium geometry (ωB97M-V/def2-TZVPD).

Structure (XYZ):
```
23
C5H13NO2PS, DFT ωB97M-V/def2-TZVPD
C 0.58119 1.20493 0.64783
C 0.79892 2.53359 0.15863
C 1.09074 0.32358 -1.50800
C 1.92287 -1.57172 1.46367
C -4.24959 -1.12532 -1.82183
N 0.71220 0.20387 -0.14389
O 0.32901 1.03739 1.92371
O -0.76381 -1.41613 1.21380
P 0.49802 -1.58211 0.24594
S -3.17578 0.01079 -1.48672
H 1.52084 2.90481 0.93736
H 1.02924 2.70570 -0.89515
H -0.10464 3.17508 0.33822
H 1.58445 1.17024 -1.57578
H 1.85455 -0.47999 -1.77362
H 0.25750 -0.01557 -2.17237
H 2.65671 -1.01072 1.09124
H 2.32961 -2.59824 1.66555
H 1.76705 -1.11782 2.42062
H -4.83391 -1.47533 -0.91339
H -4.34717 -1.32413 -2.90582
H -1.68768 -1.58251 1.00516
H 0.22968 0.02962 2.08485
```

Summary:
Charge = +1
ΔE to the lowest compared entry with this formula, charge and spin = 197.44 kJ/mol

Entry from the OMol25 dataset: a gas-phase ion, C4H7N2O4S (charge -1) in a non-equilibrium geometry (ωB97M-V/def2-TZVPD).

Structure (XYZ):
```
18
C4H7N2O4S, DFT ωB97M-V/def2-TZVPD
C 1.15809 -1.24941 -0.68648
C 0.79808 0.43037 1.31307
C -0.92121 0.24364 -0.45715
C 0.60931 0.17214 -0.17540
N -1.58928 1.50305 -0.49179
N -1.34380 -0.51153 0.77239
O 1.03787 -2.18770 0.15611
O 1.02107 -0.62363 2.07090
O 1.54655 -1.21244 -1.85117
O 0.48582 1.50755 1.77620
S 1.50804 1.41789 -1.21447
H -1.18473 -0.26481 -1.43716
H -1.35614 1.97784 -1.31683
H -1.27908 1.94768 0.35318
H -2.38242 -0.60543 0.76121
H 1.16431 -1.38085 1.47004
H -0.91435 -1.49597 0.94232
H 1.64188 0.33160 -1.98497
```

Summary:
SMILES = NC(N)[C@](S)(C(=O)[O-])C(=O)O
Charge = -1
ΔE to the lowest compared entry with this formula, charge and spin = 83.24 kJ/mol

no.,Kohn-Sham gap (eV)
1,9.02
2,10.71
3,8.50
4,8.51